# 1
Here is a 14-piece molecular cluster, C4H37N2O15 overall from OMol25. Energies are from ωB97M-V/def2-TZVPD.

The geometry in XYZ format:
```
58
Properties=species:S:1:pos:R:3:forces:R:3
C -0.041167 2.064936 -0.472635 0.49 -0.47 -0.89
N 0.190647 2.113302 -1.925471 -0.64 -0.09 -0.08
C 0.230317 3.396181 -2.543700 0.49 0.18 0.91
O 1.458062 4.092949 -2.253610 0.55 0.20 -1.01
C 0.319807 0.647756 -0.033798 -0.02 -0.35 0.82
N 0.567323 0.543995 1.438621 -1.04 1.82 -1.46
C -0.313397 1.446212 2.233274 1.68 -0.39 1.07
O -1.633297 1.118142 2.444524 0.14 -0.90 -0.15
H 0.601979 2.775297 0.051650 -0.17 0.11 0.09
H -1.099556 2.255421 -0.316782 -0.05 0.18 0.33
H 1.046179 1.627574 -2.166219 0.10 -0.08 0.08
H 0.211727 3.242596 -3.615874 0.15 0.24 -0.23
H -0.583297 4.066445 -2.252215 -0.30 -0.48 0.06
H 1.497166 4.511244 -1.393261 -0.41 -0.22 0.27
H 1.263727 0.365826 -0.505073 -0.13 -0.19 -0.34
H -0.466820 -0.034771 -0.380363 0.07 0.01 -0.08
H 0.491590 -0.415480 1.744631 0.09 -0.05 0.10
H -0.327442 2.472257 1.874719 0.42 -0.06 -0.56
H 0.361941 1.508748 3.119517 -1.03 -0.02 0.57
H -0.072651 -0.354097 -3.233470 -1.03 0.07 0.88
H -1.320240 -1.446515 -3.526146 -0.74 1.22 0.70
O -0.461608 -1.096223 -3.692559 1.53 -0.72 -2.23
H 0.751489 -1.066049 3.882851 0.64 -0.41 0.04
H -0.114561 -0.484813 4.885404 0.06 0.04 0.54
O 0.710709 -0.988875 4.848182 -0.66 0.34 -0.62
H 0.599960 -2.249910 -1.346099 -0.21 -0.34 -0.75
H 1.276760 -2.470474 -2.742285 -0.61 -0.13 -0.15
O 1.398476 -2.114539 -1.867685 1.33 0.58 0.93
H -2.741330 -2.548588 1.286388 -0.15 -0.06 0.11
H -3.140858 -3.797429 0.386909 -0.06 -0.11 0.48
O -2.961414 -2.856041 0.378493 -0.25 -0.36 -0.40
H 1.343468 -2.758195 2.055673 0.06 0.13 0.14
H 2.848295 -2.836554 2.527370 -0.15 -0.16 0.09
O 2.227301 -2.353377 1.979423 0.39 0.22 -0.10
H -1.855632 0.084466 2.369424 -0.20 1.24 0.44
H -2.628027 -1.296994 3.400191 -0.22 -0.02 -0.02
O -2.552261 -1.165467 2.451938 0.45 -0.62 -0.05
H -1.110883 -1.799367 2.188381 -0.12 -0.99 0.02
H -0.340038 -2.225907 0.946658 0.06 -0.22 -0.69
O -0.427921 -2.491236 1.860532 -0.06 0.64 0.49
H 3.573255 1.899229 -1.309240 -0.36 0.40 0.10
H 3.124607 2.327218 -2.730419 0.00 0.28 0.32
O 3.606854 1.654856 -2.241314 0.26 -0.45 -0.38
H -3.926341 0.515613 -2.936394 0.13 0.24 0.04
H -4.045804 -0.235153 -1.585108 0.50 -0.11 -0.32
O -4.146087 -0.332816 -2.555611 -0.32 -0.34 0.01
H -2.932863 -0.647055 0.716279 -0.26 0.40 -0.27
H -4.291416 -0.089270 0.475565 -0.12 0.14 0.21
O -3.422730 -0.101088 0.067502 -0.04 0.05 0.09
H -1.547219 -2.622025 -2.424981 -0.28 0.05 -0.11
H -1.868800 -3.117364 -0.998986 0.18 0.51 -0.04
O -1.145800 -2.982011 -1.644426 -0.08 -0.78 0.74
H 2.452482 1.506185 0.801001 -0.18 0.16 0.35
H 3.587687 2.479537 1.186365 0.01 -0.09 0.13
O 2.916569 2.317240 0.519170 0.21 -0.15 -0.22
H 3.871014 -1.264101 0.641939 -0.74 0.72 -0.28
H 4.421555 0.035570 -0.216781 -1.02 0.25 0.05
O 4.568511 -0.827013 0.147930 1.63 -1.07 0.24
```
Positions in Å, forces in eV/Å.

Total charge: -1
E_HOMO, eV: -6.3
Relative energy (zero: lowest compared OMol25 entry of this formula, charge and spin), eV: 3.197
Lowest unoccupied orbital energy, eV: 2.64
Calculated total energy, eV: -38442.8383

# 2
Here is a 14-piece molecular cluster, C4H37NO15 overall from OMol25. Energies are from ωB97M-V/def2-TZVPD.

The geometry in XYZ format:
```
57
Properties=species:S:1:pos:R:3:forces:R:3
C -1.890292 0.713203 0.332046 1.14 0.11 1.07
O -3.165688 0.713778 0.993760 0.41 0.79 -0.73
C -1.829469 -0.610197 -0.432423 0.20 -1.01 1.45
C -0.448883 -0.872610 -1.025343 1.21 -0.39 0.82
C -0.107794 -2.414997 -1.016296 -1.27 0.85 0.79
O 0.819406 -2.757130 -0.001980 1.76 -0.19 -1.03
N -2.860090 -0.693438 -1.457981 0.84 -0.12 -0.22
H -1.751809 1.630624 -0.368362 -0.52 -1.43 1.06
H -1.018687 0.748244 1.118628 -1.67 0.12 -1.55
H -3.021094 0.444495 1.901380 0.14 0.13 0.44
H -2.128452 -1.454563 0.297582 0.73 1.29 -0.63
H 0.390122 -0.282411 -0.392846 -1.76 -1.24 -1.78
H -0.552942 -0.599688 -2.076918 0.71 0.52 0.26
H 0.240337 -2.844146 -1.945100 0.05 0.31 -0.51
H -1.081889 -2.891236 -0.774569 0.67 -0.14 -0.15
H 1.754491 -2.749215 -0.396368 -1.77 0.19 1.13
H -2.722363 0.157016 -1.980964 -0.29 0.27 -0.25
H -3.725205 -0.595823 -0.982653 -1.07 0.17 0.44
H 2.658617 1.259649 2.198269 -0.13 0.48 -1.13
H 3.176662 1.183515 3.558611 0.31 0.04 0.79
O 2.917033 0.613980 2.843511 -0.20 -1.03 0.64
H -0.684833 0.105377 3.220798 -0.02 -0.32 0.16
H -0.969040 1.303370 4.132973 -0.65 -0.60 -1.24
O -1.315629 0.834109 3.327090 0.55 1.09 1.34
H -2.688193 -1.825462 3.021040 0.39 0.29 -0.07
H -2.381738 -0.933943 4.205414 5.34 5.78 2.30
O -2.905018 -1.536432 3.903587 -5.96 -6.21 -2.32
H -3.043187 -0.415760 -3.682167 -0.90 -1.27 0.70
H -1.706968 -1.140375 -4.159984 0.44 -1.64 0.68
O -2.247104 -0.385582 -4.170512 0.23 2.86 -1.86
H 0.818422 -0.568109 -4.650041 -0.06 1.80 2.38
H 1.251600 0.358060 -3.276216 0.93 -0.56 -0.54
O 0.537337 -0.020505 -3.831859 -0.63 -1.34 -2.50
H 0.071273 3.849214 -0.291493 0.54 -1.69 -2.95
H -1.059455 4.056643 0.745973 1.01 0.10 -0.40
O -0.131860 4.253790 0.496577 -1.66 1.83 3.97
H 2.879666 0.534269 -1.797027 0.42 -0.42 0.59
H 1.964210 1.716128 -2.032752 -0.76 1.27 0.95
O 2.477090 1.058861 -2.476102 0.68 -0.76 -1.18
H -0.023930 -2.326256 3.358971 0.33 0.45 0.34
H 0.949594 -1.215197 3.728288 0.99 0.02 -0.10
O 0.038094 -1.464428 3.813029 -0.81 -0.45 -0.24
H 1.062961 3.583962 -2.192488 1.35 3.16 -3.05
H -0.036411 2.562740 -2.013150 1.21 0.68 0.55
O 0.804375 2.991987 -1.572736 -2.56 -3.91 1.83
H -1.761282 1.451296 -3.196254 -1.56 -1.00 0.25
H -0.466342 1.538077 -3.829596 -1.63 1.91 1.79
O -1.133311 2.146364 -3.223724 3.41 -1.07 -2.10
H 1.241396 -4.376224 2.435797 0.51 1.03 -0.10
H 1.331817 -3.040538 1.607022 0.13 -0.71 0.66
O 1.654711 -3.481662 2.440596 -0.78 -0.56 -0.30
H 3.842197 2.994355 1.079030 0.06 -1.25 -0.07
H 2.541535 2.868002 0.559387 -2.56 1.01 -1.03
O 3.217169 2.282845 0.799084 2.23 0.57 0.70
H 3.290969 -1.414322 1.148313 -0.03 -0.05 -0.81
H 3.538198 -2.808477 1.361699 0.09 -1.24 0.41
O 3.389704 -2.235214 0.619462 0.27 1.48 0.33
```
Positions in Å, forces in eV/Å.

E_HOMO, eV: -9.5
Relative energy (zero: lowest compared OMol25 entry of this formula, charge and spin), eV: 5.654
Lowest unoccupied orbital energy, eV: 0.06
Calculated total energy, eV: -36949.6246

# 3
Here is a 15-piece molecular cluster, C4H37NO15 overall from OMol25. Energies are from ωB97M-V/def2-TZVPD.

The geometry in XYZ format:
```
57
Properties=species:S:1:pos:R:3:forces:R:3
N -1.748552 -0.105918 -0.286431 0.14 0.23 -1.07
C -0.451584 -0.441934 -0.152128 0.66 -1.22 1.24
C 0.200008 -0.542871 1.211171 -0.10 1.30 0.94
C 0.093195 0.748831 2.022979 -1.10 0.50 0.56
C -0.325075 -1.706211 2.050573 1.71 -1.21 -0.38
O 0.260535 -0.832130 -1.083471 -0.45 1.17 -0.55
H -2.425696 0.184556 0.409015 0.58 0.13 0.58
H -1.974858 0.168977 -1.240047 -0.35 -0.25 -0.07
H 1.302946 -0.602261 1.082097 -1.17 -0.72 -0.48
H 0.386107 1.650385 1.473327 0.00 -0.24 0.06
H -0.936508 0.892505 2.393988 0.10 0.09 -0.43
H 0.659244 0.703180 2.955649 0.44 -0.19 -0.19
H 0.443833 -1.867049 2.815829 -0.52 0.26 0.52
H -0.200566 -2.647516 1.494663 -0.35 0.29 -0.06
H -1.329381 -1.664137 2.473300 0.10 0.47 -0.03
H -1.962316 -3.412982 1.370850 0.00 -0.13 0.18
H -2.445358 -2.474005 0.282160 0.08 -0.04 -0.15
O -2.293852 -3.408113 0.474379 -0.64 -0.07 -0.06
H -1.262753 4.564704 -2.297224 0.16 0.12 -0.06
H -0.711719 3.155721 -1.940741 0.37 0.06 -0.26
O -1.521761 3.659476 -2.119908 -0.08 0.01 0.41
H -3.144071 1.127193 4.390645 0.63 -0.34 0.05
H -1.970782 2.175763 4.059612 0.26 -0.62 0.03
O -2.864033 2.042769 4.379414 -0.70 0.88 0.36
H 1.367096 -2.638891 -0.033008 -0.02 0.03 0.24
H 2.377126 -3.491548 -0.626294 0.17 -0.24 0.10
O 1.673715 -3.560382 0.033849 0.12 0.50 -0.03
H 3.008232 1.185079 1.328569 0.32 0.21 -0.18
H 3.687615 2.590690 1.229699 -0.20 -0.33 -0.14
O 3.262788 1.894121 0.709216 -0.16 0.30 0.05
H 0.135753 -2.566569 -3.578219 0.17 0.40 -0.24
H -0.301396 -1.333762 -2.930449 0.43 0.24 -0.05
O 0.176889 -1.603465 -3.733341 -0.50 -0.67 0.11
H -1.737417 4.313618 0.757973 -0.24 0.14 0.78
H -1.361399 3.147908 0.038344 0.13 -0.59 0.46
O -1.532179 3.391537 0.970724 0.17 0.58 -1.34
H 0.235671 -3.725524 -0.923715 -0.48 -0.04 -0.54
H -1.262205 -3.940708 -1.231526 0.20 0.19 0.02
O -0.466002 -3.518075 -1.580808 0.03 -0.51 -0.14
H -2.563448 2.190419 -2.621646 0.03 -0.25 0.28
H -2.087499 1.284118 -3.694026 0.09 -0.49 -0.06
O -2.397952 1.245497 -2.783068 -0.19 0.39 -0.35
H 1.889409 0.578553 -2.788118 0.38 -0.12 -0.06
H 2.410534 0.132292 -4.105648 0.16 -0.38 0.01
O 2.692198 0.208542 -3.186281 -0.22 0.25 0.00
H -2.821557 2.139387 1.316311 -0.33 -0.10 -0.03
H -3.347193 1.794237 2.664587 -0.42 -0.21 -0.54
O -3.430328 1.497246 1.732735 0.40 0.29 0.16
H 3.221254 -1.149651 -1.738859 -0.62 0.59 -0.11
H 4.232328 -2.184707 -1.513843 -0.17 0.11 0.65
O 3.537326 -1.710922 -1.017258 0.92 -0.57 -0.71
H 3.678063 -1.039379 1.035784 -0.25 0.31 -0.30
H 3.046763 -1.315542 2.377502 -0.12 0.13 0.16
O 3.122815 -0.619280 1.716010 0.81 -0.62 0.26
H 0.847664 1.164277 -1.481085 -0.41 0.07 0.17
H 1.885188 2.156314 -1.038908 -0.07 0.32 0.14
O 1.043133 2.115637 -1.524882 0.07 -0.43 0.10
```
Positions in Å, forces in eV/Å.

E_HOMO, eV: -9.8
Relative energy (zero: lowest compared OMol25 entry of this formula, charge and spin), eV: 2.295
Lowest unoccupied orbital energy, eV: 0.09
Calculated total energy, eV: -36952.9838